Run w
17
Properties=species:S:1:pos:R:3:mulliken_charge:R:1 method="wB97M-V/def2-TZVPD" lumo_ev=-5.180 multiplicity=1 homo_lumo_gap_ev=9.42 e_homo_ev=-14.6 total_charge=+1
C -0.50294 -0.88378 0.69327 -0.547
C -1.01429 0.16235 1.29456 0.057
C 1.13181 0.27612 -0.44040 0.163
C -0.44829 2.59546 1.39365 -0.149
C 0.78821 2.73545 -3.42483 0.650
C 0.90012 -2.03103 -0.92758 -0.948
N 0.52213 -0.77961 -0.30689 0.271
N -0.33867 1.37403 1.02115 -0.242
O 1.70141 2.78702 -4.09412 -0.311
O -0.14222 2.68197 -2.79640 -0.337
H -0.87536 -1.89940 0.83814 0.366
H -1.86338 0.11894 2.03188 0.376
H 0.07193 3.37049 0.82805 0.302
H -1.22119 2.70879 2.24911 0.227
H 1.86125 -1.97904 -1.29956 0.410
H 0.23622 -2.16352 -1.73351 0.351
H 0.89722 -2.73752 -0.09067 0.361

=====

Run x
17
Properties=species:S:1:pos:R:3:mulliken_charge:R:1 method="wB97M-V/def2-TZVPD" lumo_ev="-5.229 / -5.229" multiplicity=1 homo_lumo_gap_ev="6.80 / 6.80" e_homo_ev="-12.0 / -12.0" total_charge=+1
C -1.10681 -0.64010 -0.99603 -0.637
C -0.17271 -0.14407 -1.81277 -0.438
C -1.20953 -0.85472 0.43921 0.757
C -0.30780 -0.50167 1.32874 0.396
C 1.29116 1.13902 -0.39575 0.462
C 1.75504 1.78494 0.62824 -0.327
N 1.01230 0.51815 -1.46816 -0.109
N -2.51955 -1.27481 0.92362 -0.539
O 2.69774 1.36567 1.51495 -0.421
O 0.51834 -0.47687 2.15518 -0.389
H -1.83418 -1.01243 -1.61963 0.292
H -0.23312 -0.25794 -2.81198 0.469
H 1.43629 2.76726 0.66958 0.364
H 1.63309 0.57484 -2.22479 0.278
H -3.00633 -1.61895 0.12564 0.223
H -2.54434 -1.79430 1.77288 0.257
H 2.59040 0.42598 1.77109 0.363

=====

Out of the structures above, which one is the most stable? Solution: run w.